# 1
# C7H8O3

A 2-piece molecular cluster, C7H8O3 overall at a distorted geometry (ωB97M-V/def2-TZVPD, the OMol25 dataset).

Its SMILES is C=C(C)C(C)=O.O=C=C=O. The lowest unoccupied orbital energy is -0.3 eV. The frontier orbital gap comes out at 7.59 eV.

Last column: Löwdin charge in e.
Positions of all 18 atoms, in Å:
C 0.4400 0.0439 -2.9501  -0.182
H 0.0721 -2.3829 0.3505  0.093
H 1.8993 -0.1798 2.1203  0.075
H -2.1891 -0.0360 1.6769  0.097
O -0.9499 0.4722 -1.1281  0.066
C -0.8249 0.3306 0.0787  -0.361
C 0.8491 1.0024 -2.1075  -0.204
C 1.0135 0.2691 1.7048  0.093
C 0.7842 -1.6028 0.0789  -0.023
O 1.6419 1.3078 -1.2789  0.105
H 0.7889 -1.5214 -1.0072  0.068
H -2.7637 1.1378 0.4617  0.091
H 0.7257 1.2212 2.1147  0.071
O -0.2105 -0.2395 -3.8929  0.128
H 1.7728 -1.8918 0.4226  0.088
C -1.9019 0.7823 1.0203  0.016
H -1.5150 1.5877 1.6416  0.090
C 0.3676 -0.3009 0.6938  -0.308


# 2
# C5H14NO4

A 3-piece molecular cluster, C5H14NO4 overall at a distorted geometry (ωB97M-V/def2-TZVPD, the OMol25 dataset).

Its net charge is +1. The lowest unoccupied orbital energy is -3.0 eV. The frontier orbital gap comes out at 11.94 eV.

Last column: Löwdin charge in e.
Positions of all 24 atoms, in Å:
C -0.2138 2.2932 0.2690  -0.133
O 1.5339 -0.9538 0.6310  0.132
H -0.7610 -2.7300 2.2437  0.060
H 3.3490 0.0458 -0.4383  0.162
H -1.7102 -0.4492 -0.3813  0.138
H 1.0179 2.2300 -1.4994  0.129
H -0.0086 -0.3166 -1.8039  0.158
H 0.6717 2.3346 0.9081  0.128
H -2.9891 -1.9310 -1.8417  0.073
O 2.5412 0.4215 -0.8343  0.167
C -1.1959 1.2759 0.8520  -0.050
H -0.6601 2.0634 -1.8575  0.134
C 1.4883 -0.1591 -0.2741  -0.461
N -0.8976 -0.0154 0.0754  0.094
C 0.1008 1.7787 -1.1287  -0.106
H 0.3431 -1.7552 2.5052  0.032
O -0.6100 -1.8598 2.6416  -0.048
O -2.1001 -1.9932 -1.4783  -0.030
C 0.1764 0.2705 -0.9258  -0.153
H -1.4995 -2.5881 -1.9407  0.072
H -0.4901 -0.6703 0.7588  0.113
H -2.2189 1.5103 0.6073  0.130
H -1.0826 1.0579 1.9073  0.133
H -0.6395 3.2923 0.2910  0.128


# 3
# C19H22N2PtSe

C19H22N2PtSe as an isolated structure at a distorted geometry (ωB97M-V/def2-TZVPD, the OMol25 dataset).

The lowest unoccupied orbital energy (alpha / beta) is -0.9 / -0.9 eV. The frontier orbital gap (alpha / beta) comes out at 5.62 / 5.86 eV. As for the multiplicity: 3.

Last column: Löwdin charge in e.
Positions of all 45 atoms, in Å:
C -4.2705 -0.7154 3.5045  -0.103
H -2.7162 -2.4845 0.9927  0.087
C 1.5858 3.4260 -3.3412  -0.038
H -4.5553 1.4642 3.4364  0.100
H 2.2382 -0.4334 -4.7778  0.111
H 0.5322 3.0739 -0.0886  0.124
Se -1.7839 -0.1571 -0.3942  0.542
H 1.0235 -1.5638 3.5454  0.074
C -3.4723 0.7380 1.7369  -0.151
H -0.0064 0.6529 2.0285  -0.008
C 1.3699 -2.3854 -1.5258  -0.081
H -0.7336 -1.6318 3.3577  0.045
H 1.1384 -2.8017 -0.5409  0.124
H -4.7854 -0.8450 4.4571  0.093
C 2.0021 -1.0520 -3.9100  0.004
H 1.8141 -4.2053 -2.5392  0.114
H 2.7307 1.4426 0.7377  -0.021
H -1.1595 0.6056 3.4121  0.059
C -3.7789 -1.8433 2.8211  -0.098
H 2.6909 -0.1087 1.6674  -0.013
C 2.0714 -2.4411 -3.8356  -0.042
C 0.8603 2.8709 -1.1110  -0.089
H 0.2155 -1.2727 1.9141  0.006
C 1.4565 1.1161 -2.6819  -0.192
H 1.8144 4.1930 -4.0761  0.109
C 1.7230 2.0726 -3.6564  0.005
N 1.2702 -1.0289 -1.6654  -0.133
C 1.5916 -0.3266 -2.7909  -0.196
H -3.8992 -2.8642 3.1998  0.101
C -2.8653 -0.3736 1.1243  -0.710
C 1.1718 3.8328 -2.0531  -0.040
C -4.1429 0.5726 2.9533  -0.102
C -0.1289 0.3405 3.1376  -0.197
H 2.0452 1.6563 -4.6066  0.108
N 1.0103 1.5632 -1.4679  -0.135
C 0.1540 -1.1143 3.0336  -0.204
H -3.3441 1.6936 1.2248  0.089
C 1.7610 -3.1156 -2.6336  -0.041
H 2.3667 -3.0250 -4.7054  0.110
Pt 0.6661 0.1231 -0.1646  0.882
H 1.0995 4.8783 -1.7465  0.113
C -3.1120 -1.6715 1.6032  -0.156
H 3.2516 -0.0893 -0.0510  -0.022
H 0.5447 0.8789 3.7969  0.062
C 2.5548 0.3554 0.6786  -0.290